Record 1
28
Properties=species:S:1:pos:R:3:forces:R:3 method="wB97M-V/def2-TZVPD" de_lowest_kcal_mol=14.2 e_tot_ev=-27682.244 gap_ev=10.56 e_homo_ha=-0.3891
Xe -12.9203 -13.8622 -19.2437 0.0 0.0 0.0
O -11.0910 -15.1642 -16.1191 0.1 -0.1 -0.1
H -10.9670 -15.8145 -16.8104 0.0 -0.2 -0.2
H -10.2045 -14.9540 -15.8254 0.2 0.2 0.2
O -9.5590 -13.6912 -20.7000 0.5 0.0 0.3
H -9.1067 -13.3203 -21.4577 0.4 -0.2 -0.3
H -10.0436 -14.4380 -21.0516 -0.4 -0.3 -0.3
O -13.1731 -10.0268 -21.0228 -0.5 0.2 -0.3
H -12.9670 -9.6884 -20.1514 0.1 0.0 0.2
H -12.5174 -10.7067 -21.1775 0.3 -0.2 0.2
O -15.6475 -16.3392 -16.7720 -0.3 -0.3 -0.5
H -16.0324 -16.6392 -15.9485 -0.1 0.0 0.2
H -14.8919 -15.8149 -16.5067 0.3 0.5 0.3
O -14.0559 -15.1517 -23.1037 0.1 0.0 -0.5
H -13.2998 -15.0747 -22.5218 0.3 0.1 0.1
H -14.7895 -15.3440 -22.5198 -0.5 0.0 0.3
O -13.6614 -14.6231 -15.4406 -0.7 -0.1 0.1
H -12.7962 -14.7148 -15.8398 0.6 -0.1 0.0
H -13.7442 -13.6868 -15.2598 -0.2 0.2 0.0
O -10.5078 -11.2054 -20.6270 -0.3 0.9 0.0
H -10.0926 -12.0641 -20.5467 -0.1 -0.7 0.3
H -10.3536 -10.9483 -21.5360 0.1 0.3 -0.2
O -16.4399 -15.2108 -21.4923 0.0 -0.2 -0.1
H -16.9008 -14.5060 -21.9475 -0.1 0.2 -0.2
H -16.5193 -14.9894 -20.5645 0.0 0.0 0.3
O -11.4307 -15.6804 -22.1516 0.4 0.4 0.3
H -11.3551 -16.2496 -22.9174 0.0 -0.1 -0.4
H -11.6268 -16.2761 -21.4284 -0.2 -0.2 0.3


Record 2
28
Properties=species:S:1:pos:R:3:forces:R:3 method="wB97M-V/def2-TZVPD" de_lowest_kcal_mol=18.6 e_tot_ev=-27682.052 gap_ev=10.23 e_homo_ha=-0.3876
Xe -0.5453 -1.1091 0.2581 -0.1 -0.1 0.0
O 2.6069 0.5842 1.5373 -0.1 0.2 0.0
H 3.4592 0.1489 1.5567 0.4 -0.3 0.1
H 2.8150 1.5181 1.5097 0.1 0.5 0.2
O 0.9837 -0.7467 -3.2641 -0.5 -0.1 -0.7
H 0.6978 -1.6383 -3.0653 0.0 -0.2 0.0
H 1.2839 -0.3981 -2.4247 0.4 -0.2 0.5
O -4.0609 0.2948 0.5432 0.1 0.1 0.2
H -4.4161 0.3514 -0.3438 -0.1 0.0 -0.3
H -3.9637 -0.6439 0.7033 0.0 -0.3 0.1
O 1.0895 -3.1270 2.8136 0.0 -0.8 -0.1
H 1.4102 -3.2375 1.9185 0.0 -0.1 -0.2
H 1.0096 -2.1797 2.9247 0.0 0.7 0.4
O 2.1596 0.4328 -1.1225 0.5 0.0 -0.7
H 1.4760 1.0472 -1.3899 -0.4 0.5 0.1
H 2.2619 0.5818 -0.1825 -0.1 -0.3 0.5
O -1.9993 2.3265 0.5240 -0.1 0.4 0.3
H -2.3300 1.4329 0.4321 -0.5 -0.3 0.2
H -1.3239 2.4029 -0.1500 0.3 0.0 -0.1
O 1.1507 -0.5000 3.5823 -0.2 -0.1 0.5
H 0.2947 -0.0882 3.7007 -0.3 0.1 0.1
H 1.6120 0.0762 2.9730 0.3 0.2 -0.4
O -2.4403 -1.9634 -2.7116 -0.3 0.0 0.1
H -1.6588 -2.5084 -2.6189 0.1 -0.2 0.1
H -2.2083 -1.3237 -3.3848 0.1 0.2 -0.2
O 0.1002 2.4505 -1.2227 0.3 -0.2 -0.2
H -0.1679 2.6632 -2.1166 -0.2 0.0 -0.4
H 0.7034 3.1527 -0.9795 0.2 0.3 0.2


Record 3
30
Properties=species:S:1:pos:R:3:forces:R:3 method="wB97M-V/def2-TZVPD" de_lowest_kcal_mol=44.8 e_tot_ev=-20987.463 gap_ev=9.26 e_homo_ha=-0.3810
Li -1.1789 0.6439 2.0606 0.5 0.4 -0.7
O -0.3693 -0.0235 0.4198 0.6 -0.9 -4.5
H -0.0297 -0.0762 -0.6408 -1.4 0.5 4.1
O 0.1577 -2.3428 1.6487 3.2 2.5 -2.8
H -0.0798 -1.6515 0.9388 -0.6 -1.1 1.7
H -0.5021 -2.7572 2.1008 -3.1 -1.5 1.4
O -0.6096 2.5337 -0.8592 0.1 0.0 0.3
H -0.5291 2.4361 -1.8101 -0.1 0.0 -0.2
H -0.5004 1.6396 -0.4912 0.1 0.0 -0.4
O -1.7236 2.5206 1.5171 6.1 0.8 2.2
H -1.2908 2.6977 0.6509 0.4 0.5 0.3
H -2.5071 2.3188 1.2083 -7.0 -1.4 -2.1
O 1.6944 0.7908 -2.1869 0.7 -1.5 1.6
H 2.1313 1.5497 -1.7996 0.1 0.6 -0.2
H 2.0962 0.0452 -1.6068 -0.8 0.9 -1.5
O 2.3640 -1.0263 2.6306 0.5 -4.1 1.0
H 2.2925 -0.1386 2.5167 0.0 4.2 -0.7
H 1.5793 -1.3953 2.2143 -0.1 -0.4 0.1
O 1.9685 -1.6148 -0.8928 -1.7 0.8 0.5
H 2.6820 -2.0016 -0.3546 -1.0 0.4 0.4
H 1.1378 -1.3090 -0.3633 3.0 -1.3 -0.7
O -2.8162 -0.6512 -0.6704 8.8 5.2 -9.3
H -1.8563 -0.5499 -0.3116 -1.8 0.2 -0.6
H -3.2244 -0.9465 -0.0390 -7.4 -5.3 10.6
O -1.8973 -1.0567 -3.0647 2.4 -2.4 -2.7
H -1.4293 -1.9508 -3.1923 -0.7 2.0 -0.7
H -2.1239 -1.2391 -2.1944 -1.6 0.3 2.8
O 1.7360 1.1524 1.1968 -0.4 1.1 -1.5
H 0.8355 0.6958 0.9825 1.8 0.8 -0.3
H 1.9926 1.7066 0.3918 -0.8 -1.2 1.9


Record 4
29
Properties=species:S:1:pos:R:3:forces:R:3 method="wB97M-V/def2-TZVPD" de_lowest_kcal_mol=41.0 charge=-1 e_tot_ev=-20784.738 gap_ev=7.11 e_homo_ha=-0.1851
O 4.4324 -0.3820 -0.3010 -0.5 -0.2 -0.2
H -1.6655 -0.8749 0.3192 -0.7 -0.5 -0.1
H 3.7553 -0.9250 0.1252 0.2 -0.1 0.3
O -1.2524 0.9466 -2.4207 -0.1 -0.4 0.3
H -0.5732 1.6222 -2.3544 0.1 0.0 -0.1
H -2.0399 1.3898 -1.8880 -0.2 0.7 -0.3
O 1.1240 -0.5251 -1.4250 0.8 0.1 -1.4
H 0.3979 -0.7851 -2.0043 -0.2 0.5 0.0
H 1.0326 -1.0839 -0.6749 -0.4 -0.3 1.3
O 0.0098 2.8919 1.4037 -0.5 -0.7 0.3
H 1.3990 -3.0056 0.5265 0.8 -0.3 0.4
H -1.2358 0.1989 -0.7576 -0.1 -0.2 0.2
O 2.2860 -3.0625 0.1038 -1.0 0.2 0.7
H -0.0184 -3.5485 1.7485 0.5 -0.1 0.9
H 0.0042 2.6538 0.4789 0.4 0.2 -0.8
O -4.5436 0.4501 -0.0293 1.2 -0.1 0.1
H -4.1632 0.3453 0.8505 -0.3 -0.2 0.1
H -3.7564 1.0139 -0.4607 -1.5 0.3 0.1
O 2.8272 1.9954 2.6138 -0.4 -0.9 -0.7
H 1.9059 1.8496 2.3377 -0.2 0.7 0.3
H 3.2231 1.3598 1.9977 0.6 0.3 0.2
O -0.3121 -3.0333 1.0049 -0.4 -0.1 0.0
H -1.0873 -3.5429 0.7648 -0.4 0.1 -0.6
H 1.9273 -2.8270 -0.7435 0.6 0.1 -1.4
O -1.1265 -0.1137 0.1699 0.8 0.7 0.2
H 4.0677 -0.3598 -1.1953 0.2 0.3 0.0
O -3.0862 2.1507 -1.1536 0.3 -1.0 -0.8
H -0.6791 2.2571 1.6604 0.0 0.2 0.4
H -2.8528 2.9442 -0.6973 0.2 0.6 0.5


Record 5
29
Properties=species:S:1:pos:R:3:forces:R:3 method="wB97M-V/def2-TZVPD" de_lowest_kcal_mol=41.7 charge=-1 e_tot_ev=-20784.709 gap_ev=9.02 e_homo_ha=-0.2137
O 2.2609 -0.8989 1.7994 -0.5 -0.8 -1.2
H 2.4259 -0.5466 0.4813 0.2 0.6 0.3
H 3.0116 -0.4528 2.1465 0.7 0.5 0.8
O 0.8476 -2.0279 -1.1956 0.7 0.4 0.2
H 1.4202 -2.7852 -1.2549 -0.1 -1.0 -0.2
H 1.5492 -1.4179 -0.8932 -0.1 0.7 -0.2
O -1.6257 -1.0772 -0.4569 0.9 0.3 1.5
H -0.6714 -0.9047 -0.5158 0.0 -0.1 -1.2
H -1.4977 -1.2637 0.5025 -1.3 -0.2 -0.3
O -0.0641 -1.2015 2.6762 0.9 -0.8 -0.7
H -0.1771 0.8384 -2.7070 -0.2 0.4 0.3
H 3.6936 -0.0427 -0.2497 0.3 0.1 -0.3
O -0.5164 0.1425 -3.2617 -0.2 -0.4 -0.5
H -4.1512 0.3758 -1.5423 -1.1 1.0 0.1
H -0.2438 -2.1481 2.7636 -0.3 0.3 0.1
O 0.6656 2.7243 -2.5506 0.2 -0.3 -0.7
H 0.9255 2.5165 -3.4636 -0.3 0.4 0.1
H 1.1249 2.0086 -2.1117 0.5 -0.2 0.8
O 1.6301 3.1651 1.4779 -0.8 -1.3 0.3
H 1.3021 2.7088 0.6932 0.3 0.5 -0.7
H 1.3371 2.4434 2.0698 0.5 0.6 0.4
O -4.3312 0.7685 -0.6558 1.6 -1.8 -1.1
H -3.5613 0.2375 -0.3334 -0.4 0.7 1.1
H -0.7418 -0.5709 -2.6573 0.1 -0.2 0.1
O 2.7631 -0.0831 -0.4683 -0.6 -0.4 0.1
H 0.9119 -1.2261 2.2769 -0.8 0.9 0.8
O -2.7547 -0.7837 2.2119 -0.6 1.3 1.0
H -2.0929 -0.1149 2.4467 1.0 -0.7 -0.5
H -3.4399 -0.3834 2.7718 -0.6 -0.7 -0.4


Record 6
28
Properties=species:S:1:pos:R:3:forces:R:3 method="wB97M-V/def2-TZVPD" de_lowest_kcal_mol=98.1 charge=+1 e_tot_ev=-18727.430 gap_ev=11.05 e_homo_ha=-0.5176
O 0.1009 0.0192 -0.2275 -3.7 -2.9 -1.3
H -0.8664 -0.2452 0.0228 1.6 0.5 0.1
H -0.0158 0.1729 -1.2024 0.8 0.6 -0.1
H 0.4609 0.6942 0.3363 1.2 1.8 1.2
O 2.3820 -1.1367 1.5085 -1.8 6.8 4.5
H 2.3170 -1.9962 1.4237 -0.2 -7.2 -1.0
H 1.8231 -1.0216 2.4155 2.0 0.1 -3.2
O 0.3808 1.0594 -2.7545 0.7 -0.4 1.6
H 1.3233 1.0010 -2.4466 -0.9 0.2 -1.2
H 0.2885 1.3025 -3.6766 0.5 -0.1 -0.1
O 2.9409 -0.5343 -1.0879 0.8 -1.6 -3.6
H 3.1770 -1.4086 -1.5739 -0.6 2.4 1.4
H 2.7738 -0.7582 -0.1964 -0.3 -0.4 1.8
O -0.4362 -2.4024 -1.6474 0.8 -5.3 0.1
H -1.2296 -3.0812 -1.6183 2.2 2.1 -0.2
H 0.3703 -3.1513 -1.6722 -3.0 3.2 0.1
O -1.2068 -0.4553 2.8330 0.9 -3.0 -0.3
H -1.7562 -1.2395 2.5911 0.7 0.9 0.5
H -1.7630 0.2648 2.6994 -1.5 2.1 -0.2
O -2.7992 -0.1855 -0.2659 4.4 2.7 3.7
H -3.0764 -0.2861 -1.0879 -0.9 0.4 -7.1
H -3.4358 -0.7382 0.0220 -3.2 -3.1 3.4
O -1.6522 2.6283 0.5250 1.7 0.4 -1.0
H -1.6584 3.0817 -0.3400 0.0 -0.3 0.6
H -2.5550 2.5152 0.7442 -1.5 -0.2 0.4
O 1.3292 1.6775 1.4424 -9.7 -2.3 -3.7
H 0.6742 2.3863 1.5159 0.7 0.2 0.4
H 2.1091 1.8375 1.7181 8.5 2.2 3.1


Record 7
28
Properties=species:S:1:pos:R:3:forces:R:3 method="wB97M-V/def2-TZVPD" de_lowest_kcal_mol=66.5 charge=+1 e_tot_ev=-18728.799 gap_ev=10.75 e_homo_ha=-0.5174
O 2.7823 -0.0333 -3.9490 -1.1 -0.5 0.4
H -1.6484 -3.5961 0.1310 -0.2 -0.1 0.0
H 4.0906 1.9626 0.6659 0.4 -0.1 -0.1
O 0.3806 2.3029 1.2768 -0.1 -0.7 -0.5
H 1.2629 2.3560 1.6420 0.2 0.3 0.2
O -1.7226 3.9360 1.5838 -0.9 -1.0 -1.7
H -1.4290 -1.1580 -1.6624 1.2 0.5 0.3
H -2.0826 3.5612 0.7213 0.8 1.0 1.4
O -3.7103 -0.9995 1.4011 0.2 0.1 -0.3
H -2.3080 3.5178 2.2222 -0.1 0.2 0.4
H -0.1965 3.0027 1.6245 0.0 0.2 0.0
O 1.0482 -2.4503 0.5529 -0.9 0.4 1.9
H -2.4495 -2.3565 0.6771 0.7 -0.6 -0.7
H 0.7454 -3.2861 0.9439 0.5 -0.4 -0.7
O -1.7984 -2.6592 -0.0125 -0.8 0.8 0.6
H -4.3039 -0.4108 1.8730 -0.1 -0.1 0.4
H 0.6615 -1.9108 1.2956 0.5 -0.2 -1.1
O 0.7910 0.1475 -0.2362 -0.3 -1.4 -2.4
H 2.1188 0.6663 -3.9330 0.4 0.5 -0.2
H 0.4472 1.0390 -0.0393 0.4 0.3 1.0
O -0.4896 -0.9933 -1.9563 0.5 -1.5 -0.2
H -3.6985 -0.6197 0.5195 -0.1 0.0 -0.2
H 1.2926 -0.3486 0.4060 0.4 0.6 0.5
O 3.5901 1.1463 0.6416 -0.9 0.0 0.2
H 0.3814 -0.5661 -1.2292 -1.4 2.0 1.6
H -0.1124 -1.8888 -1.8250 -0.4 -0.3 -0.5
H 2.1830 -0.7804 -3.7681 0.8 -0.1 -0.3
H 4.1741 0.4191 0.4326 0.5 0.1 -0.1


Record 8
2
Properties=species:S:1:pos:R:3:forces:R:3 method="wB97M-V/def2-TZVPD" de_lowest_kcal_mol=71.3 e_tot_ev=-28.496 gap_ev=11.07 e_homo_ha=-0.4222
H 0.1545 -0.7146 0.1306 -0.9 4.3 -0.8
H -0.1545 0.7146 -0.1306 0.9 -4.3 0.8


Record 9
33
Properties=species:S:1:pos:R:3:forces:R:3 method="wB97M-V/def2-TZVPD" de_lowest_kcal_mol=53.5 e_tot_ev=-25820.593 gap_ev=8.37 e_homo_ha=-0.3679
N -31.6092 -41.7125 3.4684 -0.4 4.6 -1.3
H -32.5890 -41.9338 3.6726 0.1 0.2 -0.3
H -31.5030 -41.3114 2.4387 -0.2 -2.3 2.0
H -31.0546 -42.4808 3.7757 1.4 -1.0 -0.5
H -31.3218 -40.8105 3.9881 -0.6 -2.0 -0.3
N -31.4634 -45.3430 2.1212 1.4 -5.6 -4.1
O -31.1654 -44.2830 1.6149 -0.8 3.4 0.6
O -30.4858 -46.0436 2.5589 -0.8 0.9 1.5
O -32.4613 -46.0050 1.7124 -0.5 1.4 1.6
O -33.4384 -48.9006 2.8167 2.2 -1.5 1.7
H -32.6250 -48.3996 3.0769 -1.4 -0.3 -0.4
H -34.0518 -48.4109 2.3327 -0.9 1.6 -1.2
O -28.0981 -45.9678 0.8875 3.9 -0.8 -1.1
H -28.8789 -45.8201 1.3471 -2.0 0.0 1.8
H -27.3582 -46.2748 1.4859 -1.8 0.6 -0.8
O -32.9870 -42.3555 0.1002 -0.7 7.0 -2.5
H -32.7218 -43.1355 0.3836 1.0 -6.0 2.5
H -33.8747 -42.0544 0.2822 -0.2 -1.0 0.3
O -29.7685 -42.4683 -0.1218 -0.3 -1.2 1.3
H -30.1533 -41.6532 -0.4242 -0.7 0.2 -0.1
H -30.4258 -42.9883 0.4256 1.0 1.1 -1.2
O -31.0898 -48.0741 4.4282 0.7 -0.4 0.0
H -30.2808 -48.5948 4.5191 -0.4 -0.4 0.5
H -30.7830 -47.5289 3.7011 -0.3 1.0 -0.5
O -34.6520 -44.2508 2.3286 -0.1 -2.0 -7.4
H -34.4768 -44.1569 3.1889 1.4 -0.4 5.0
H -34.1374 -45.0389 1.8224 -1.1 2.5 2.5
O -33.3388 -48.0855 -1.1457 -5.4 2.8 1.3
H -32.5896 -48.4695 -1.3458 5.8 -4.2 -2.0
H -32.9477 -47.2940 -0.8109 -0.4 1.4 0.8
O -28.7454 -44.1292 3.4056 -5.5 -1.4 2.0
H -28.0266 -43.9605 2.9142 4.0 1.0 -2.9
H -29.4051 -44.6496 2.8192 1.6 0.9 1.4